Record 1
DFT (ωB97M-V/def2-TZVPD) results for C6H14N2 in the gas phase at a distorted geometry.

The geometry in XYZ format:
```
22
Properties=species:S:1:pos:R:3:forces:R:3:lowdin_charge:R:1
C -0.749385 0.209679 0.984319 1.52 -2.73 -1.77 -0.25
C 0.667926 -1.576810 -0.859291 -0.43 -0.33 0.64 -0.10
C -2.099818 -0.140256 0.404488 0.14 0.15 0.06 -0.08
C -0.286937 -0.661633 2.123690 -0.23 0.13 0.19 -0.09
N 0.457467 -0.264042 -0.287545 -1.98 1.55 1.89 -0.06
C 0.891511 0.827658 -0.942504 0.02 2.01 0.27 -0.52
N 1.992775 0.671092 -1.784875 0.04 -0.31 0.18 0.10
C 0.329294 2.065588 -0.718732 0.60 -0.13 -1.02 -0.03
H -0.715599 1.250335 1.291709 0.75 -0.01 -0.80 0.11
H 2.711102 0.035789 -1.467993 0.03 0.05 0.06 0.09
H 2.360434 1.529920 -2.161445 -0.13 0.00 0.03 0.09
H -0.198000 -2.210773 -0.654507 0.01 -0.08 -0.04 0.07
H 1.543893 -2.067687 -0.414937 -0.10 -0.04 -0.07 0.08
H 0.808880 -1.535863 -1.943503 -0.10 0.15 0.14 0.08
H -2.883197 0.078222 1.136946 0.03 -0.08 -0.01 0.09
H -2.303524 0.450528 -0.487688 0.00 0.02 0.00 0.08
H -2.150362 -1.194588 0.137531 -0.06 -0.07 0.04 0.07
H -0.347888 -1.716937 1.867395 -0.05 -0.11 0.05 0.07
H -0.910322 -0.463684 3.001540 -0.02 -0.15 0.00 0.08
H 0.741260 -0.424982 2.391574 0.01 0.02 -0.03 0.08
H 0.877248 2.959602 -0.983708 0.02 -0.04 -0.31 0.02
H -0.736759 2.178844 -0.632465 -0.07 -0.03 0.48 0.02
```
Positions in Å, forces in eV/Å.

E_LUMO   1.0 eV
Relative energy (zero: lowest compared OMol25 entry of this formula, charge and spin)   53.4 kcal/mol
SMILES string   C=C(N)N(C)C(C)C
Net charge   0
HOMO level   -6.83 eV
E   -346.4421 a.u.
Frontier orbital gap   0.28620 Eh


Record 2
DFT (ωB97M-V/def2-TZVPD) results for C6H14N2 in the gas phase at a distorted geometry.

The geometry in XYZ format:
```
22
Properties=species:S:1:pos:R:3:forces:R:3:lowdin_charge:R:1
N -3.574862 -0.661433 -0.410658 0.98 -1.03 0.03 0.02
C -2.611998 0.089482 0.248083 -0.73 0.23 0.86 -0.37
C -1.265009 -0.071423 -0.581661 -0.48 -0.30 -0.30 -0.25
N -0.095073 0.359269 0.117594 -0.25 -1.31 0.81 -0.17
C 1.177761 0.384599 -0.806896 -1.23 -2.54 -1.24 -0.20
C 2.424916 0.791471 -0.222893 0.97 1.41 -1.45 -0.10
C 3.565327 -0.014674 0.304202 -1.02 -1.16 1.27 -0.12
C 0.254056 -0.598335 1.192176 -0.16 1.77 0.87 -0.09
H 1.294148 -0.370357 1.384631 0.07 -0.51 0.51 0.05
H -4.549352 -0.408716 -0.431195 0.02 1.14 0.09 0.00
H -2.811682 1.171074 0.452577 0.01 -0.56 0.00 0.11
H -2.331519 -0.392716 1.212622 -0.20 0.15 -0.04 0.10
H -1.474820 0.560882 -1.429745 0.36 0.12 -0.55 0.10
H -1.342631 -1.143745 -0.881850 0.58 0.53 0.07 0.12
H 1.134918 -0.722652 -1.082644 0.90 0.89 0.32 0.14
H 0.700266 0.808953 -1.711520 1.22 0.91 0.48 0.12
H 3.365156 -0.963196 -0.164355 0.01 -1.21 0.69 0.06
H 2.751597 1.784110 -0.469194 -0.37 0.74 0.10 0.09
H 4.595821 0.151658 -0.031184 -0.39 1.10 0.03 0.08
H 3.582519 -0.078587 1.470859 -0.04 -0.14 -1.88 0.12
H -0.295092 -0.256184 2.077872 -0.14 -0.32 0.02 0.09
H 0.108053 -1.676866 1.089958 -0.13 0.08 -0.70 0.10
```
Positions in Å, forces in eV/Å.

E_LUMO   -2.9 eV
Relative energy (zero: lowest compared OMol25 entry of this formula, charge and spin)   196.4 kcal/mol
Net charge   0
HOMO level   -5.97 eV
E   -346.2141 a.u.
Frontier orbital gap   0.11400 Eh


Record 3
DFT (ωB97M-V/def2-TZVPD) results for 2 unconnected molecules or ions with the total composition C6H14N2 at a distorted geometry.

The geometry in XYZ format:
```
22
Properties=species:S:1:pos:R:3:forces:R:3:lowdin_charge:R:1
C -1.804743 0.194107 -0.477056 0.15 0.00 0.09 -0.45
C -0.300735 0.202312 -0.806063 -0.08 -0.15 0.20 -0.21
C -2.101684 0.968171 0.811491 0.03 -0.08 -0.29 -0.07
C 3.013059 -0.122000 -0.735397 -0.51 -0.39 -0.21 -0.11
N 0.496582 -0.732307 0.004390 -1.53 -0.91 -0.56 -0.01
C 2.303781 -0.013507 0.549661 1.69 0.90 2.66 -0.31
N -2.260824 -1.199430 -0.444351 -0.15 0.00 -0.07 0.02
C 2.268363 0.217080 1.776061 -0.27 0.58 -2.07 0.02
H 0.360524 -1.671796 -0.362954 -0.02 -0.03 -0.15 0.11
H -2.321867 0.684480 -1.308196 0.04 -0.03 0.05 0.13
H -3.253031 -1.255211 -0.640769 0.04 0.00 0.06 0.07
H -2.123580 -1.593532 0.480838 -0.02 -0.01 -0.07 0.07
H -0.166545 -0.065204 -1.855274 0.05 -0.01 0.04 0.12
H 0.108797 1.201158 -0.649682 0.00 0.13 0.01 0.11
H -1.839050 2.019066 0.695335 0.03 0.06 0.03 0.08
H -3.161999 0.904653 1.058814 0.02 -0.02 0.05 0.07
H -1.519176 0.570669 1.645136 -0.03 -0.02 0.08 0.07
H 2.543444 0.520342 -1.482098 0.00 -0.10 -0.14 0.07
H 2.956861 -1.160742 -1.073465 0.12 0.15 -0.21 0.07
H 4.061070 0.162032 -0.643741 -0.09 0.01 0.18 0.08
H 2.573219 0.951285 2.489316 0.20 -0.43 0.47 0.00
H 0.167533 -0.781624 0.968004 0.31 0.34 -0.14 0.07
```
Positions in Å, forces in eV/Å.

E_LUMO   1.0 eV
Relative energy (zero: lowest compared OMol25 entry of this formula, charge and spin)   84.8 kcal/mol
SMILES string   C[C@H](N)CN.C#CC
Net charge   0
HOMO level   -7.37 eV
E   -346.3921 a.u.
Frontier orbital gap   0.30599 Eh


Record 4
DFT (ωB97M-V/def2-TZVPD) results for a molecular structure, C6H14N2 at a distorted geometry.

The geometry in XYZ format:
```
22
Properties=species:S:1:pos:R:3:forces:R:3:mulliken_spin:R:1
C -2.483664 -0.022906 -0.818171 0.52 -0.90 2.26 0.01
C -1.415127 0.489466 0.227270 2.71 1.30 -4.82 0.04
C -0.510045 -0.465446 1.051319 -1.68 0.34 1.68 0.05
C 0.451887 -1.185256 0.122685 -0.58 -0.81 0.32 0.05
N 3.841595 0.682206 -0.616935 -4.94 -1.08 -1.49 0.10
C 2.615726 -0.057859 -0.206827 1.56 0.92 3.72 0.30
C 1.337172 -0.376074 -0.722324 2.09 0.15 -0.59 0.27
N -2.082793 1.683380 0.744654 -1.06 -4.67 4.61 0.11
H -3.404182 -0.069517 -0.228984 -0.23 0.25 -0.32 0.00
H -2.598344 0.723358 -1.585251 0.05 -0.24 -0.48 0.00
H -2.344873 -1.066278 -1.060675 0.42 -0.10 -0.99 0.00
H -0.588457 0.914584 -0.419210 0.40 -0.08 -0.45 0.02
H -0.006489 0.080013 1.866599 0.20 0.26 -0.64 -0.01
H -1.125056 -1.166744 1.664863 0.36 -0.09 -0.70 0.00
H 1.099262 -1.678044 0.852706 0.07 -0.61 -0.26 0.04
H -0.163129 -1.897742 -0.457156 0.67 0.23 0.05 0.00
H 4.446512 0.115841 -1.217136 -0.21 0.35 -0.64 0.01
H 2.978921 1.075208 -1.186557 3.22 1.23 -1.05 0.00
H 2.753208 0.066321 0.866763 -1.03 -1.13 0.44 0.01
H 1.326657 -0.246044 -1.796094 -1.00 -0.20 -0.30 0.00
H -1.739406 1.820294 1.719243 0.70 1.25 -0.79 0.00
H -2.389365 0.581236 1.199218 -2.26 3.62 0.43 0.01
```
Positions in Å, forces in eV/Å.

E_LUMO (alpha / beta)   -4.7 / -8.5 eV
2S+1   2
Relative energy (zero: lowest compared OMol25 entry of this formula, charge and spin)   163.4 kcal/mol
Net charge   +1
HOMO level (alpha / beta)   -13.93 / -13.54 eV
E   -345.9588 a.u.
Frontier orbital gap (alpha / beta)   0.33941 / 0.18546 Eh


Record 5
DFT (ωB97M-V/def2-TZVPD) results for a gas-phase ion, C6H14N2 (charge +1) at a distorted geometry.

The geometry in XYZ format:
```
22
Properties=species:S:1:pos:R:3:forces:R:3:mulliken_spin:R:1
C -0.093387 2.307000 -0.903322 -0.73 0.52 0.72 -0.01
N -0.089996 1.371165 0.209160 2.12 -0.31 -1.05 0.53
C 0.109373 -0.012202 -0.082732 -1.71 0.56 1.23 0.01
C -0.348929 -0.858683 1.160371 0.08 0.26 -0.80 0.03
C -1.831113 -1.102534 1.064800 0.69 0.15 -0.35 0.00
C -2.399821 -2.283902 1.220083 -0.91 0.19 0.11 0.03
C 1.609534 -0.385706 -0.410863 1.09 0.26 -0.37 0.15
N 2.086810 0.295860 -1.551257 0.12 -0.17 -0.06 0.19
H 0.782946 2.960378 -0.811523 0.11 -0.30 -0.36 0.04
H -0.207727 1.785216 -1.847231 0.22 0.05 -0.05 0.01
H -0.929520 3.010652 -0.783026 -0.08 -0.17 -0.08 0.05
H 0.533691 1.705950 0.938643 -0.57 0.00 0.61 -0.01
H -0.512610 -0.142132 -0.957799 0.06 -0.81 -0.35 -0.01
H 0.256072 -1.767534 1.187795 -0.27 -0.02 0.22 0.00
H -0.136508 -0.242520 2.032917 0.20 -0.14 0.22 0.00
H -2.380684 -0.205718 0.772611 -0.26 -0.30 0.29 0.00
H -3.481114 -2.384188 1.168892 0.15 0.06 -0.11 0.00
H -1.878008 -3.189462 1.464552 0.43 -0.15 0.05 0.00
H 1.653273 -1.457132 -0.605463 -0.48 -0.02 0.07 0.01
H 2.214588 -0.216153 0.483903 -0.20 0.22 0.09 -0.01
H 2.671126 1.109024 -1.433031 0.04 -0.11 0.04 -0.01
H 2.372002 -0.297382 -2.317472 -0.08 0.24 -0.05 0.00
```
Positions in Å, forces in eV/Å.

E_LUMO (alpha / beta)   -2.8 / -7.5 eV
2S+1   2
Relative energy (zero: lowest compared OMol25 entry of this formula, charge and spin)   21.2 kcal/mol
Net charge   +1
HOMO level (alpha / beta)   -13.30 / -13.31 eV
E   -346.1854 a.u.
Frontier orbital gap (alpha / beta)   0.38461 / 0.21497 Eh


Record 6
DFT (ωB97M-V/def2-TZVPD) results for C6H14N2O in the gas phase at a distorted geometry.

The geometry in XYZ format:
```
23
Properties=species:S:1:pos:R:3:forces:R:3:lowdin_charge:R:1
C -1.189459 0.038466 -0.505449 0.05 -0.09 0.15 -0.63
C 0.268530 0.533238 -0.427007 -0.17 -0.16 -0.22 -0.16
C -1.982264 0.475631 0.739557 0.18 -0.05 -0.20 -0.05
C -1.231081 -1.485823 -0.647825 -0.01 0.26 0.00 -0.05
C 3.412121 -0.398845 0.747754 1.21 0.35 0.47 -0.04
N 1.036136 -0.010440 0.686184 1.64 -1.77 -0.30 0.03
C 2.630930 0.719183 0.781998 -0.33 -0.21 -1.18 -0.49
N -1.726425 0.613789 -1.739546 0.05 0.02 0.00 0.06
O 2.605316 1.895264 0.572195 0.13 0.15 0.32 0.05
H 0.575685 0.134855 1.580038 0.03 -0.59 -0.03 0.13
H -2.682877 0.310359 -1.887544 0.04 0.04 0.01 0.08
H -1.729682 1.627210 -1.693725 -0.04 -0.01 0.00 0.08
H 0.778805 0.258814 -1.352599 0.01 0.04 0.06 0.14
H 0.296620 1.625201 -0.347441 0.03 -0.05 0.05 0.13
H -3.033604 0.210984 0.623824 -0.02 -0.02 0.00 0.08
H -1.621758 -0.011967 1.646225 0.00 -0.03 0.08 0.07
H -1.912976 1.555302 0.879085 -0.02 0.05 0.00 0.08
H -2.260692 -1.823354 -0.765412 -0.07 -0.02 0.00 0.08
H -0.819493 -1.978249 0.231665 0.02 -0.03 0.04 0.08
H -0.672486 -1.793958 -1.529374 0.06 -0.03 -0.04 0.09
H 3.178740 -1.290130 1.306777 -0.42 -0.18 -0.07 0.03
H 1.601812 -0.958627 0.458922 -2.42 2.19 0.81 0.16
H 4.478100 -0.246902 0.641698 0.05 0.16 0.04 0.04
```
Positions in Å, forces in eV/Å.

E_LUMO   0.6 eV
Relative energy (zero: lowest compared OMol25 entry of this formula, charge and spin)   63.5 kcal/mol
SMILES string   C=C([O-])[NH2+]CC(C)(C)N
Net charge   0
HOMO level   -8.00 eV
E   -421.6991 a.u.
Frontier orbital gap   0.31553 Eh


Record 7
DFT (ωB97M-V/def2-TZVPD) results for 2 unconnected molecules or ions with the total composition C6H14N2O at a distorted geometry.

The geometry in XYZ format:
```
23
Properties=species:S:1:pos:R:3:forces:R:3:lowdin_charge:R:1
C 0.529042 0.041052 2.186534 -0.48 -0.50 -0.49 -0.03
C 2.107910 0.187746 -0.403930 -0.49 -0.91 -0.44 -0.04
C -0.034401 0.552734 0.896415 0.88 1.69 -1.64 -0.35
C 0.613482 0.409112 -0.353610 -0.27 2.20 2.15 -0.41
N -1.196480 1.305804 0.972838 0.76 -0.86 0.09 0.13
N 0.164245 1.305504 -1.382089 -0.20 0.15 -0.33 0.08
H -1.516087 1.543422 1.900446 -0.01 0.03 -0.25 0.10
H -1.294858 2.000967 0.242188 0.00 0.01 0.08 0.09
H -0.652417 0.993368 -1.888746 -0.14 -0.19 0.00 0.07
H 0.884104 1.464866 -2.076805 -0.02 -0.09 0.14 0.08
H -0.278032 -0.154684 2.893497 0.02 0.00 0.11 0.08
H 1.218235 0.769969 2.620267 -0.01 -0.07 -0.09 0.10
H 1.039965 -0.903045 1.999948 0.14 0.09 0.20 0.08
H 2.365279 -0.389013 -1.293750 -0.12 -0.15 -0.13 0.08
H 2.642819 1.134939 -0.492299 -0.08 0.12 0.29 0.09
H 2.475951 -0.399900 0.430892 0.08 0.18 0.16 0.07
C -1.869513 -1.237939 -1.125481 0.51 1.49 -0.60 -0.06
C -0.441200 -1.427346 -0.659944 -0.53 -3.17 2.44 -0.45
O 0.379079 -2.100274 -1.287100 -0.03 0.70 -0.16 -0.04
H -0.502307 -1.531966 0.506808 0.21 -0.40 -1.53 0.12
H -2.251701 -0.303067 -0.702550 -0.29 -0.21 -0.02 0.06
H -2.470518 -2.071609 -0.769574 0.14 -0.04 0.10 0.08
H -1.912597 -1.190639 -2.213954 -0.07 -0.06 -0.07 0.08
```
Positions in Å, forces in eV/Å.

E_LUMO   0.8 eV
Relative energy (zero: lowest compared OMol25 entry of this formula, charge and spin)   68.1 kcal/mol
SMILES string   C/C(N)=C(\C)N.CC=O
Net charge   0
HOMO level   -7.22 eV
E   -421.6917 a.u.
Frontier orbital gap   0.29550 Eh


Record 8
DFT (ωB97M-V/def2-TZVPD) results for 2 unconnected molecules or ions with the total composition C6H14N2O at a distorted geometry.

The geometry in XYZ format:
```
23
Properties=species:S:1:pos:R:3:forces:R:3:lowdin_charge:R:1
C -1.626297 -0.666353 -0.893634 -0.04 0.17 -0.08 -0.45
C 1.149651 -0.106807 2.382195 -0.53 -0.55 0.64 -0.31
C -1.357481 -1.963253 -0.914118 0.06 -0.06 -0.06 0.03
C -0.814937 0.335420 -1.659145 -0.07 -0.17 0.04 -0.08
C -2.752612 -0.091425 -0.091032 0.09 0.07 0.15 -0.07
C 2.860180 1.316607 -0.411247 0.47 0.31 -0.25 -0.11
O -0.034319 -0.471840 1.751175 -0.08 0.10 0.41 -0.06
N 2.127698 0.564313 1.591566 0.74 0.77 -1.88 0.02
N 1.861342 0.659737 0.375665 -0.50 -0.72 1.97 -0.06
H 0.918323 0.556475 3.228187 0.05 -0.11 -0.17 0.13
H 1.672951 -0.990046 2.797798 -0.09 0.24 -0.09 0.13
H 0.142435 -0.527074 0.807740 0.02 -0.11 -0.41 0.03
H -1.950360 -2.674649 -0.366237 -0.18 -0.12 0.16 0.06
H -0.534821 -2.365624 -1.482280 0.19 -0.01 -0.14 0.06
H -0.487422 1.139051 -1.007246 0.09 0.16 0.12 0.07
H 0.054662 -0.122487 -2.112900 0.22 -0.07 -0.10 0.07
H -1.417736 0.779310 -2.443518 -0.18 0.15 -0.21 0.08
H -2.347733 0.423764 0.789508 -0.10 0.00 -0.16 0.08
H -3.317116 0.633042 -0.683788 -0.02 -0.02 0.07 0.08
H -3.420390 -0.872909 0.256170 -0.14 -0.05 0.06 0.08
H 2.398434 2.202998 -0.852270 0.07 -0.02 -0.03 0.08
H 3.129380 0.646403 -1.229889 0.03 0.07 0.00 0.08
H 3.746169 1.595347 0.167300 -0.10 -0.03 -0.02 0.07
```
Positions in Å, forces in eV/Å.

E_LUMO   1.0 eV
Relative energy (zero: lowest compared OMol25 entry of this formula, charge and spin)   70.4 kcal/mol
SMILES string   C/N=N/CO.C=C(C)C
Net charge   0
HOMO level   -9.23 eV
E   -421.6881 a.u.
Frontier orbital gap   0.37431 Eh